{
  "formula": "C3H4N2OS2",
  "method": "ωB97M-V/def2-TZVPD",
  "multiplicity": 1,
  "e_homo_ev": -9.03,
  "relative_energy_ev": 2.591,
  "total_energy_ev": -29871.553,
  "species": ["C", "C", "C", "H", "H", "H", "H", "N", "N", "O", "S", "S"],
  "xyz": [[2.818893, -0.336608, -0.242373], [1.404579, 0.109962, 0.018151], [-1.572983, -0.007510, -0.073298], [3.114378, -0.839936, -1.260700], [3.524206, 0.556704, -0.453786], [3.342873, -0.784921, 0.523028], [1.398570, -1.527201, 0.808253], [1.049776, 1.274946, -0.157263], [0.670071, -0.752653, 0.762900], [-2.728764, -0.131736, -0.125210], [-0.502902, 1.587180, 0.081407], [-0.590334, -1.499797, -0.148248]],
  "forces_ev_per_a": [[2.257, 2.838, -4.484], [3.826, -0.808, 0.298], [2.768, -0.319, 0.334], [-1.485, 0.167, 1.885], [-1.504, -0.697, 0.611], [0.533, -1.557, 1.938], [-1.739, 0.549, 0.962], [0.430, 1.808, -2.048], [1.491, -4.076, 0.415], [-2.294, 1.246, -0.286], [-3.932, 0.506, 0.531], [-0.350, 0.343, -0.156]]
}



{
  "formula": "CHI3S",
  "method": "ωB97M-V/def2-TZVPD",
  "multiplicity": 3,
  "e_homo_ev": [-7.85, -8.87],
  "relative_energy_ev": 0.134,
  "total_energy_ev": -36187.074,
  "species": ["C", "S", "I", "I", "I", "H"],
  "xyz": [[-0.930790, -0.035164, -0.086805], [1.496116, -0.234948, 1.285938], [-2.824776, -0.326764, 0.673317], [-0.425155, 1.677752, -1.117223], [3.010366, -0.252452, -0.466793], [-0.325760, -0.828425, -0.288432]],
  "forces_ev_per_a": [[-2.218, 2.346, 0.017], [0.969, 0.084, 0.272], [0.413, -0.008, -0.177], [-0.237, -0.140, 0.204], [-0.018, -0.105, 0.231], [1.091, -2.177, -0.547]]
}



{
  "formula": "CHFO2",
  "method": "ωB97M-V/def2-TZVPD",
  "multiplicity": 1,
  "e_homo_ev": -11.60,
  "relative_energy_ev": 6.360,
  "total_energy_ev": -7860.126,
  "species": ["C", "O", "O", "F", "H"],
  "xyz": [[-1.588076, 0.263996, 0.659595], [-0.645632, -0.536471, 0.264589], [-2.083704, -0.719807, 0.037447], [1.852852, 0.248446, -0.741577], [2.464561, 0.743837, -0.220053]],
  "forces_ev_per_a": [[-0.097, 2.552, 1.477], [2.272, -0.695, -0.213], [-2.232, -1.887, -1.265], [0.764, 0.614, 0.633], [-0.707, -0.584, -0.632]]
}



{
  "formula": "C4H9NO2",
  "method": "ωB97M-V/def2-TZVPD",
  "multiplicity": 2,
  "e_homo_ev": [0.88, -5.16],
  "relative_energy_ev": 0.929,
  "charge": -1,
  "total_energy_ev": -9877.757,
  "species": ["C", "C", "N", "C", "C", "H", "H", "H", "H", "H", "H", "H", "O", "H", "H", "O"],
  "xyz": [[2.095743, -1.346443, -0.371716], [1.178055, -0.766038, -1.247625], [0.444032, 0.151282, -0.545162], [1.001463, 0.294820, 0.689418], [2.034228, -0.615026, 0.816999], [2.652530, -2.194043, -0.741620], [1.017376, -0.986214, -2.288081], [-0.089353, 0.858737, -1.044188], [0.636573, 0.934349, 1.475231], [2.448006, -0.847366, 1.786519], [-1.954985, -0.391148, 0.432855], [-2.595877, -1.143847, 1.618821], [-2.815225, -0.662518, 0.787981], [-2.462269, 1.577704, -0.340083], [-1.880802, 3.030723, -0.354786], [-1.709494, 2.105028, -0.674563]],
  "forces_ev_per_a": [[-0.546, 0.197, -2.296], [0.307, -0.797, 1.156], [0.900, 0.546, -1.035], [0.388, -0.363, 0.424], [-0.977, -0.077, 1.088], [0.489, 0.042, 0.598], [-0.279, 0.077, -0.007], [-0.484, 0.164, 0.643], [-0.311, 0.243, -0.357], [0.416, 0.027, -0.147], [-0.026, 0.011, 0.070], [-0.147, 0.525, -0.770], [0.192, -0.584, 0.685], [-0.041, 0.319, 0.021], [-0.006, -0.559, -0.162], [0.125, 0.228, 0.088]]
}



{
  "formula": "IO4V2",
  "method": "ωB97M-V/def2-TZVPD",
  "multiplicity": 1,
  "e_homo_ev": -15.00,
  "relative_energy_ev": 0.299,
  "charge": 1,
  "total_energy_ev": -67656.503,
  "species": ["O", "V", "O", "O", "V", "O", "I"],
  "xyz": [[-15.467965, 11.390685, 4.752424], [-16.942618, 11.837224, 5.052572], [-17.529921, 12.715342, 3.894879], [-21.444434, 11.751425, 3.392377], [-20.986414, 10.314638, 3.143559], [-22.144137, 9.241908, 3.567466], [-18.639852, 9.533929, 4.634513]],
  "forces_ev_per_a": [[-1.305, 0.638, -0.111], [-0.398, -0.962, -0.837], [0.932, -0.413, 0.609], [-0.505, 0.559, 0.282], [-1.230, -3.734, 1.253], [2.672, 2.957, -0.977], [-0.165, 0.955, -0.220]]
}



{
  "formula": "C6H8",
  "method": "ωB97M-V/def2-TZVPD",
  "multiplicity": 1,
  "e_homo_ev": -9.99,
  "relative_energy_ev": 4.937,
  "total_energy_ev": -6345.847,
  "species": ["C", "C", "C", "C", "C", "C", "H", "H", "H", "H", "H", "H", "H", "H"],
  "xyz": [[-0.125457, -1.353398, 1.174173], [-1.206657, 1.814298, -1.550343], [-1.260786, -0.899822, 1.478194], [-1.510954, 2.360413, -0.391113], [0.832088, -2.465838, 0.798464], [1.355667, -1.110067, 0.945939], [-1.271938, 0.749085, -1.702176], [-0.884887, 2.397000, -2.398387], [-1.453912, 3.422252, -0.225507], [-1.827595, 1.754648, 0.441405], [1.002490, -3.191510, 1.581633], [0.692335, -2.889488, -0.184814], [1.581737, -0.522435, 0.066825], [1.915290, -0.839419, 1.830280]],
  "forces_ev_per_a": [[0.929, -0.421, -0.263], [0.077, -0.102, -0.226], [-0.602, 0.273, 0.138], [-0.018, -0.007, 0.191], [-0.324, -0.300, 0.111], [-0.027, 0.491, 0.051], [-0.029, -0.212, 0.022], [0.043, 0.164, -0.117], [0.026, 0.258, -0.015], [-0.085, -0.138, 0.168], [0.058, 0.049, 0.060], [-0.013, 0.096, -0.108], [-0.021, -0.062, -0.066], [-0.014, -0.090, 0.054]]
}



{
  "formula": "H6O3",
  "method": "ωB97M-V/def2-TZVPD",
  "multiplicity": 1,
  "e_homo_ev": -10.59,
  "relative_energy_ev": 0.304,
  "total_energy_ev": -6239.949,
  "smiles": "O.O.O",
  "species": ["O", "H", "H", "O", "H", "H", "O", "H", "H"],
  "xyz": [[9.934270, 19.798414, -12.701127], [9.709881, 20.093876, -13.591312], [10.387377, 18.954853, -12.820300], [10.496536, 20.528347, -9.989844], [10.121185, 20.603681, -10.887711], [11.361704, 20.946041, -10.046518], [9.123714, 18.465848, -8.488955], [9.605795, 18.963880, -9.178456], [8.212131, 18.430307, -8.795414]],
  "forces_ev_per_a": [[0.002, -0.044, -0.252], [0.006, -0.020, 0.135], [-0.060, 0.112, 0.086], [-0.203, 0.147, -0.457], [0.286, -0.132, 0.307], [-0.052, -0.079, 0.058], [0.118, 0.038, -0.430], [-0.178, -0.040, 0.524], [0.082, 0.017, 0.030]]
}



{
  "formula": "C40H43CsF5O3P2Sb",
  "method": "ωB97M-V/def2-TZVPD",
  "multiplicity": 1,
  "e_homo_ev": -6.43,
  "relative_energy_ev": 0.228,
  "total_energy_ev": -87572.590,
  "species": ["Cs", "O", "P", "C", "P", "O", "C", "C", "C", "C", "C", "C", "C", "C", "C", "C", "C", "C", "C", "C", "C", "C", "C", "C", "C", "C", "C", "C", "C", "C", "H", "H", "H", "H", "H", "H", "H", "H", "H", "H", "H", "H", "H", "H", "H", "H", "H", "H", "H", "H", "H", "H", "F", "C", "C", "F", "C", "F", "C", "O", "C", "F", "C", "F", "C", "C", "C", "Sb", "C", "C", "C", "C", "C", "C", "H", "H", "H", "H", "H", "H", "H", "H", "H", "H", "H", "H", "H", "H", "H", "H", "H", "H", "H", "H", "H"],
  "xyz": [[-0.352794, -0.229907, 1.547998], [2.078609, -0.069947, 0.076699], [2.467530, 1.018536, -0.860904], [1.334230, 1.120928, -2.288722], [-0.407496, 1.599219, -2.049253], [-1.041683, 0.864497, -0.918953], [-0.453524, 3.382428, -1.790864], [0.484141, 4.274410, -2.302812], [0.395103, 5.625160, -2.004215], [-0.636038, 6.088888, -1.198698], [-1.576784, 5.204421, -0.690193], [-1.486754, 3.852698, -0.981773], [-1.181676, 1.241039, -3.628916], [-1.105305, 2.129545, -4.700242], [-1.699584, 1.805974, -5.909823], [-2.373944, 0.599644, -6.049203], [-2.457989, -0.281548, -4.981435], [-1.863595, 0.036833, -3.768947], [4.082734, 0.718300, -1.597059], [4.561621, 1.383433, -2.724708], [5.817962, 1.086015, -3.227455], [6.600254, 0.120672, -2.606813], [6.125615, -0.548142, -1.488607], [4.867182, -0.254518, -0.982965], [2.487674, 2.646950, -0.090022], [1.440810, 2.979821, 0.772019], [1.403213, 4.223130, 1.379758], [2.409241, 5.147229, 1.129837], [3.456428, 4.822821, 0.280465], [3.499134, 3.574468, -0.324514], [1.299042, 0.101624, -2.690869], [1.772059, 1.749024, -3.069915], [1.303648, 3.923803, -2.919009], [1.135209, 6.314245, -2.389329], [-0.701280, 7.142403, -0.959348], [-2.374759, 5.562524, -0.053185], [-2.195859, 3.150172, -0.562061], [-0.600244, 3.081403, -4.587819], [-1.644926, 2.501016, -6.737197], [-2.844278, 0.351179, -6.991726], [-2.994027, -1.215882, -5.085340], [-1.941843, -0.635365, -2.923242], [3.959214, 2.138861, -3.216069], [6.184754, 1.604568, -4.103420], [7.580828, -0.113162, -3.000399], [6.731875, -1.304523, -1.007957], [4.476887, -0.777578, -0.119589], [0.639123, 2.281546, 0.979244], [0.592784, 4.457994, 2.057370], [2.381139, 6.116495, 1.610682], [4.250327, 5.535676, 0.099027], [4.336009, 3.323965, -0.963283], [-4.518305, 2.715353, 7.685915], [-3.723866, 2.324022, 6.670822], [-2.507225, 2.939989, 6.445589], [-2.118189, 3.943706, 7.250332], [-1.694222, 2.536691, 5.405198], [-0.518679, 3.176255, 5.221192], [-2.035022, 1.491416, 4.519146], [-1.296129, 1.105350, 3.547267], [-3.291072, 0.895863, 4.793619], [-3.702443, -0.109190, 3.990364], [-4.108400, 1.293181, 5.828545], [-5.289972, 0.686807, 6.031091], [-2.364087, -6.570183, 2.835507], [-2.387012, -5.925846, 1.454749], [-3.811477, -5.791626, 0.927434], [-1.407178, -3.985505, 1.464221], [-1.408452, -3.787757, -0.719036], [-2.591874, -2.886428, -1.073571], [-0.131949, -3.228403, -1.340143], [0.570625, -4.733663, 2.013827], [1.749704, -4.004627, 1.376378], [0.651003, -4.603637, 3.537469], [-2.898496, -7.524838, 2.818078], [-2.852645, -5.937038, 3.580833], [-1.348015, -6.768747, 3.178094], [-1.807753, -6.545289, 0.762997], [-4.403707, -5.116974, 1.551110], [-4.313484, -6.763854, 0.929353], [-3.836892, -5.411129, -0.094888], [-1.586076, -4.790894, -1.117670], [-2.413322, -1.859316, -0.739326], [-3.529320, -3.212587, -0.620137], [-2.740771, -2.857838, -2.158757], [0.198208, -2.309064, -0.846720], [-0.308905, -2.982923, -2.394072], [0.692069, -3.938058, -1.306594], [0.611561, -5.791936, 1.740844], [1.643346, -2.916404, 1.423866], [1.893079, -4.269118, 0.331232], [2.672183, -4.256138, 1.909615], [0.659234, -3.551198, 3.834379], [1.572328, -5.058082, 3.913517], [-0.188398, -5.073326, 4.052087]],
  "forces_ev_per_a": [[-0.185, -0.718, 0.326], [0.178, 0.069, -0.127], [-0.232, 0.033, 0.079], [0.064, 0.001, -0.265], [0.197, 0.034, 0.413], [-0.108, 0.048, -0.374], [-0.071, -0.058, -0.048], [0.038, 0.030, -0.013], [-0.015, -0.013, 0.000], [-0.010, -0.009, 0.007], [-0.024, 0.009, 0.001], [0.047, -0.009, -0.013], [0.031, 0.146, -0.113], [-0.016, -0.065, -0.018], [0.009, 0.001, 0.021], [0.001, 0.024, -0.031], [0.010, -0.024, 0.051], [-0.028, -0.037, -0.008], [0.004, 0.001, -0.045], [0.011, -0.007, 0.004], [-0.017, 0.013, -0.003], [0.006, -0.012, 0.008], [-0.009, -0.020, 0.022], [0.021, 0.043, -0.036], [0.044, 0.005, -0.010], [-0.003, 0.039, 0.010], [-0.018, -0.011, 0.020], [-0.008, -0.012, -0.001], [-0.015, -0.008, 0.016], [0.034, 0.028, -0.007], [0.005, 0.013, 0.000], [-0.012, -0.013, 0.007], [0.007, 0.002, 0.002], [0.006, -0.007, -0.006], [0.003, 0.001, -0.002], [0.006, 0.012, -0.003], [-0.003, 0.003, 0.007], [-0.001, 0.003, 0.011], [-0.013, -0.016, -0.017], [0.003, 0.001, -0.001], [-0.005, 0.004, -0.020], [0.009, 0.012, 0.013], [0.012, 0.007, -0.002], [0.008, -0.004, 0.000], [0.001, 0.003, -0.001], [0.013, 0.002, -0.012], [-0.002, 0.001, 0.004], [0.112, 0.091, -0.072], [0.003, 0.007, 0.001], [0.003, 0.004, -0.003], [0.002, -0.005, -0.003], [-0.005, -0.015, -0.008], [0.005, 0.001, -0.005], [-0.037, -0.033, 0.001], [0.039, 0.046, 0.013], [-0.002, -0.007, -0.009], [0.013, -0.032, -0.058], [-0.010, 0.027, 0.022], [-0.136, -0.049, -0.014], [-0.054, 0.368, 0.330], [0.103, 0.045, -0.024], [-0.028, -0.001, 0.027], [-0.027, 0.032, 0.056], [0.009, -0.014, -0.013], [-0.013, 0.009, 0.005], [0.001, 0.031, -0.004], [-0.006, -0.002, 0.015], [0.057, -0.080, -0.100], [0.037, -0.009, 0.007], [-0.011, 0.012, 0.010], [-0.029, 0.006, 0.010], [-0.005, -0.012, 0.032], [-0.002, 0.027, -0.011], [-0.001, 0.016, -0.015], [0.003, -0.004, 0.003], [-0.004, 0.001, -0.008], [0.001, -0.011, 0.002], [0.031, 0.037, -0.008], [0.002, -0.004, 0.003], [0.000, 0.000, -0.004], [-0.005, -0.007, -0.004], [-0.019, -0.001, 0.026], [0.004, 0.001, -0.011], [-0.004, -0.003, -0.005], [-0.002, -0.005, 0.000], [0.029, 0.003, -0.032], [0.004, 0.005, 0.000], [-0.001, 0.000, 0.004], [-0.038, 0.004, -0.014], [0.010, -0.001, 0.014], [-0.008, -0.009, 0.001], [0.006, 0.000, -0.010], [0.001, -0.002, 0.001], [0.000, -0.002, 0.002], [0.004, -0.009, 0.004]]
}